C36H23CaCl7N2O6PS as an isolated structure, computed with the ωB97M-V functional and the def2-TZVPD basis.

Calculated values
Net charge: -1
E_HOMO (eV): -4.74
Orbital gap (eV): 6.77
ΔE to the lowest compared entry with this formula, charge and spin (kcal/mol): 17.5
Maximum force (eV/Å): 1.845
Calculated total energy (Ha): -6585.55805

```
77
Properties=species:S:1:pos:R:3:lowdin_charge:R:1
Ca 0.27 0.20 0.39 1.074
Cl -4.58 0.31 -0.11 0.686
Cl 1.45 -5.68 0.55 0.618
Cl 3.08 -0.47 0.31 0.753
Cl -5.47 -0.06 5.25 0.630
Cl -0.45 -0.53 3.22 0.742
Cl -2.39 -0.51 5.68 0.661
Cl -6.56 0.33 2.34 0.647
S 0.62 -2.58 0.19 0.495
P 1.47 0.53 -2.99 0.788
O 2.22 3.53 2.26 0.014
O 1.63 6.03 1.63 0.115
O 0.34 0.09 -2.09 -0.410
O 0.15 6.96 0.25 0.065
O 1.46 1.49 1.71 -0.246
O -1.79 -0.05 0.67 -0.328
N -0.36 2.49 -0.03 0.084
N -0.92 4.55 -0.47 0.175
C 1.60 1.33 -5.69 -0.081
C 2.80 4.75 -1.79 -0.069
C -4.87 0.10 2.60 -0.704
C 0.64 5.98 0.78 -0.514
C -0.39 -0.47 -6.44 -0.077
C 3.21 2.38 -1.79 -0.084
C 2.59 -1.95 -2.80 -0.083
C 0.96 0.56 -4.72 -0.267
C -3.02 -0.27 4.09 -0.700
C 3.95 -4.82 0.94 -0.145
C 3.60 -2.89 -2.93 -0.061
C 2.86 -0.61 -3.09 -0.291
C 5.12 -1.17 -3.66 -0.080
C 3.56 3.66 -1.39 -0.056
C 2.64 -4.42 0.68 -0.688
C -4.00 0.09 1.52 -0.595
C 0.26 0.30 -7.40 -0.089
C 1.69 4.57 -2.60 -0.074
C 4.96 -3.88 1.03 -0.116
C 3.35 -2.17 0.58 -0.626
C 4.87 -2.50 -3.36 -0.078
C -4.39 -0.08 3.90 -0.725
C 0.45 3.34 0.70 -0.113
C 1.25 1.20 -7.03 -0.083
C 4.12 -0.22 -3.53 -0.089
C 2.08 2.18 -2.60 -0.272
C -2.24 2.76 -1.66 0.000
C -2.60 -0.08 1.67 -0.485
C -1.18 3.26 -0.73 -0.345
C -2.15 -0.28 3.00 -0.565
C -0.04 -0.34 -5.10 -0.061
C 2.26 -3.06 0.50 -0.758
C 1.32 3.29 -3.00 -0.086
C 4.66 -2.55 0.85 -0.140
C 0.11 4.64 0.43 -0.099
C 1.47 2.75 1.64 -0.570
H 3.79 1.54 -1.46 0.073
H 4.41 3.81 -0.73 0.115
H -0.54 -0.93 -4.34 0.114
H 5.66 -3.24 -3.44 0.102
H -2.17 3.24 -2.64 0.078
H 5.43 -1.78 0.89 0.099
H -2.11 1.68 -1.78 0.070
H 1.88 5.08 1.97 0.094
H 6.11 -0.87 -3.99 0.101
H 4.15 -5.88 1.07 0.093
H -0.02 0.20 -8.45 0.100
H -3.23 2.93 -1.25 0.071
H 3.07 5.75 -1.46 0.114
H 0.44 3.14 -3.61 0.110
H 1.62 -2.23 -2.40 0.073
H 1.74 1.81 -7.78 0.101
H 5.98 -4.19 1.25 0.094
H -1.37 5.37 -0.85 0.166
H -1.16 -1.17 -6.73 0.104
H 3.41 -3.93 -2.66 0.115
H 4.32 0.82 -3.78 0.103
H 1.09 5.42 -2.90 0.110
H 2.37 2.04 -5.40 0.107
```